Below is an isolated ion of composition C2H7N2S2 and charge +1, with properties calculated with the ωB97M-V functional and the def2-TZVPD basis.

Properties
* highest occupied orbital energy: -13.3 eV
* charge: +1
* SMILES string: N[C@H]([NH3+])C(=S)S
* ΔE to the lowest compared entry with this formula, charge and spin: 195.1 kJ/mol
* LUMO energy: -5.338 eV
* gap between HOMO and LUMO: 7.984 eV

Structure (XYZ):
```
13
C2H7N2S2 | the Open Molecules 2025 dataset | the ωB97M-V functional and the def2-TZVPD basis
N -0.62866 0.87352 0.50713
C 0.08624 0.13276 -0.33274
N -0.40768 -1.56509 -0.02405
C 1.60395 0.30575 -0.08346
S 2.21128 0.48706 1.50368
S 2.54159 0.42080 -1.54474
H -1.61005 1.18130 0.40585
H -0.12971 0.94274 1.44161
H -0.34194 0.10622 -1.35805
H -0.29178 -1.91802 0.94700
H -1.35650 -1.95000 -0.35167
H 0.30747 -1.95889 -0.69415
H 3.76186 0.22492 -1.24371
```

Atom charges from the Löwdin analysis, given in e for atoms 1 to 4: number 1, N, carries 0.05; number 2, C, carries -0.41; number 3, N, carries 0.14; number 4, C, carries -1.06

Below is C3H3ErFO as an isolated structure, with properties calculated with the ωB97M-V functional and the def2-TZVPD basis.

Properties
* highest occupied orbital energy (spin up / spin down): -5.3 / -7.4 eV
* <S²>: 6.1886
* charge: 0
* LUMO energy (spin up / spin down): -2.193 / -1.575 eV
* gap between HOMO and LUMO (spin up / spin down): 3.141 / 5.794 eV
* 2S+1: 5

Structure (XYZ):
```
9
C3H3ErFO | the Open Molecules 2025 dataset | the ωB97M-V functional and the def2-TZVPD basis
F 2.44585 -0.39174 0.25668
O -0.70685 1.14004 -0.65694
C -0.10569 -0.65082 -1.33482
C -0.62387 0.59394 -2.01207
C -0.34386 -0.12108 -0.10336
H -0.82419 0.28933 -3.06299
H -0.75081 1.55373 -2.55695
Er 0.90872 -1.16948 2.00176
H 0.07575 -1.94696 -1.19909
```

Atom charges from the Löwdin analysis, given in e for atoms 1 to 4: number 1, F, carries -0.69; number 2, O, carries -0.17; number 3, C, carries -0.18; number 4, C, carries -0.26

Below is a 2-piece molecular cluster, CH4BNO3 overall, with properties calculated with the ωB97M-V functional and the def2-TZVPD basis.

Properties
* highest occupied orbital energy: -11.4 eV
* charge: 0
* ΔE to the lowest compared entry with this formula, charge and spin: 121.4 kJ/mol
* LUMO energy: 0.604 eV
* gap between HOMO and LUMO: 11.975 eV

Structure (XYZ):
```
10
CH4BNO3 | the Open Molecules 2025 dataset | the ωB97M-V functional and the def2-TZVPD basis
B -0.99726 -0.01868 0.12414
C 2.19480 -0.30110 0.41713
N 2.12039 -0.00885 -0.71570
O -0.56969 -1.25847 0.43945
O -0.66629 1.09483 0.85281
O -1.88194 0.01896 -0.89901
H 1.98669 0.09472 -1.62035
H 0.31505 -1.45339 0.98788
H -0.12700 1.08864 1.59326
H -2.37475 0.74333 -1.17962
```

Atom charges from the Löwdin analysis, given in e for atoms 1 to 4: number 1, B, carries -0.96; number 2, C, carries 0.02; number 3, N, carries 0.13; number 4, O, carries 0.12

Below is a 6-piece molecular cluster, H13O6 overall, with properties calculated with the ωB97M-V functional and the def2-TZVPD basis.

Properties
* highest occupied orbital energy: -13.5 eV
* charge: +1
* ΔE to the lowest compared entry with this formula, charge and spin: 270.4 kJ/mol
* LUMO energy: -3.467 eV
* gap between HOMO and LUMO: 10.024 eV

Structure (XYZ):
```
19
H13O6 | the Open Molecules 2025 dataset | the ωB97M-V functional and the def2-TZVPD basis
O 8.44800 14.73200 16.98400
H 7.93200 14.20000 17.76600
H 7.93900 14.50200 15.96200
H 9.34500 14.55200 16.93100
O 9.98500 17.25600 17.01100
H 10.97000 16.97900 16.75700
H 9.56300 17.67400 16.41900
O 8.11600 17.09700 19.18800
H 7.99000 18.03900 19.41400
H 8.72500 17.09300 18.38600
O 7.13800 14.29700 14.74100
H 6.85500 14.79300 13.88300
H 6.38800 13.60800 14.47800
O 11.01300 13.83300 17.19200
H 11.84200 14.41100 17.10100
H 10.90700 13.12100 16.58000
O 7.00300 13.27200 18.79000
H 7.07500 13.16400 19.71000
H 6.10100 12.92800 18.74800
```

Atom charges from the Löwdin analysis, given in e for atoms 1 to 4: number 1, O, carries 0.13; number 2, H, carries 0.15; number 3, H, carries 0.17; number 4, H, carries 0.00

| no. | E (eV) | F_max (eV Å⁻¹) |
| --- | --- | --- |
| 1 | -26829.9108 | 3.463 |
| 2 | -35531.9670 | 4.533 |
| 3 | -9412.9426 | 6.340 |
| 4 | -12487.7227 | 12.221 |